[1]
# C35H33ClFeN4Si2

A molecular structure, C35H33ClFeN4Si2 in a non-equilibrium geometry (ωB97M-V with the def2-TZVPD basis set, OMol25).

Atoms and positions in Å:
C: 1.08282 -0.89386 0.63309
C: 0.13053 -1.73300 -0.00311
C: 0.22221 -1.51042 -1.42048
H: -0.49559 -2.47973 0.47911
C: 1.24630 -0.52180 -1.63654
C: 1.76858 -0.15353 -0.36624
H: 2.61779 0.50269 -0.20000
H: 1.31497 -0.89088 1.69563
H: -0.24335 -2.11622 -2.19240
H: 1.64128 -0.21948 -2.60300
Fe: -0.66525 0.39257 -0.67471
Si: -4.32307 1.56397 -5.05727
C: -6.19547 1.62226 -4.91207
C: -7.03216 2.72180 -5.18275
H: -6.60196 3.71395 -5.32917
C: -8.41833 2.53645 -5.28049
H: -9.06695 3.38199 -5.51075
C: -8.98916 1.27352 -5.09726
H: -10.06965 1.13976 -5.14216
C: -8.15970 0.17640 -4.85174
H: -8.56967 -0.83084 -4.76626
C: -6.78401 0.36216 -4.70544
H: -6.14786 -0.48839 -4.44406
C: -3.91477 2.18660 -6.75341
C: -4.59775 1.53629 -7.79560
H: -5.32882 0.75604 -7.54390
C: -4.34083 1.88050 -9.12699
H: -4.91831 1.41298 -9.92844
C: -3.34751 2.81942 -9.42479
H: -3.12206 3.05419 -10.46662
C: -2.66119 3.45434 -8.38046
H: -1.90739 4.20697 -8.61982
C: -2.93288 3.14330 -7.04075
H: -2.40892 3.62662 -6.21084
H: -3.99137 0.14783 -5.31337
Si: -2.27093 0.86193 -2.25717
C: -1.33427 0.51650 -3.85220
C: -1.59123 -0.68385 -4.53227
H: -2.41574 -1.33400 -4.22145
C: -0.81637 -1.03134 -5.64401
H: -1.05996 -1.93932 -6.20264
C: 0.27502 -0.24082 -6.02178
H: 0.92134 -0.55302 -6.84786
C: 0.56064 0.93018 -5.30672
H: 1.43267 1.53103 -5.58450
C: -0.25047 1.32400 -4.23423
H: -0.03974 2.25924 -3.70415
C: -3.68343 -0.37212 -1.94366
C: -3.38240 -1.73763 -1.80034
H: -2.35014 -2.10200 -1.86616
C: -4.40529 -2.66318 -1.57800
H: -4.14868 -3.71323 -1.43677
C: -5.73938 -2.24903 -1.53493
H: -6.54457 -2.97326 -1.38131
C: -6.03776 -0.88863 -1.66950
H: -7.07950 -0.56603 -1.65966
C: -5.01528 0.05525 -1.82783
H: -5.25086 1.12184 -1.90991
H: -3.44308 2.11587 -3.93000
Cl: -2.67809 2.83576 -1.72390
N: -1.68902 0.67740 3.25943
C: -2.53275 -0.42180 3.11634
C: -2.50238 -0.76323 1.79338
N: -1.72252 0.16228 1.10714
C: -1.21962 1.01495 2.03225
C: -0.19424 1.96245 1.67917
N: 0.28542 2.01179 0.41829
C: 1.39571 2.84293 0.44715
C: 1.53926 3.36215 1.70798
N: 0.54004 2.78336 2.48432
H: -1.46350 1.18377 4.11192
H: -3.06836 -0.84820 3.94793
H: -2.96016 -1.60116 1.28513
H: 2.03620 2.97919 -0.41209
H: 2.24792 4.06595 2.11098
H: 0.34239 2.94358 3.46950

Computed properties:
Electronic energy, eV: -105455.55304
Maximum force, eV/A: 2.48
LUMO energy (spin up / spin down), eV: -0.2 / -0.2
Spin multiplicity: 5
Relative energy (zero: lowest compared OMol25 entry of this formula, charge and spin), eV: 0.6613
Frontier orbital gap (spin up / spin down), Eh: 0.1913 / 0.2360

=====

[2]
# C14H41Li2N16O16

A molecular structure, C14H41Li2N16O16 in a non-equilibrium geometry (ωB97M-V with the def2-TZVPD basis set, OMol25).

Atoms and positions in Å:
Li: -3.65833 -1.11983 -2.16377
Li: -3.27481 -3.50006 -0.26188
C: -0.69936 0.21309 -0.75249
C: 0.62628 0.24288 -0.43862
C: 1.45897 -0.95011 0.09211
O: 2.72505 -0.94797 0.39312
C: 0.87333 -2.18820 0.19119
C: -0.53602 -2.37859 -0.16886
C: -1.40557 -1.02496 -0.43413
O: -2.62850 -1.06877 -0.55540
O: -1.17937 -3.44719 -0.20439
O: 1.17370 1.41468 -0.45767
H: -1.26313 1.08657 -1.04506
H: 1.44333 -3.04058 0.53022
O: -4.72031 -2.76531 -1.70465
H: -5.33380 -2.82378 -0.94653
O: -0.12305 3.28193 -2.65607
H: 0.07807 2.48812 -2.16043
H: 0.59971 3.87767 -2.45869
O: -0.39743 2.26816 2.09828
H: -0.03842 2.20697 1.21306
H: -1.18360 1.72253 2.07666
O: -0.73539 -5.26589 -2.25687
H: -1.55672 -5.41643 -2.72482
H: -0.96921 -4.66603 -1.54854
C: 4.70517 1.91097 -1.65661
O: 5.73896 2.43322 -2.06155
N: 3.51268 2.19871 -2.08383
N: 4.64353 0.91309 -0.75830
H: 3.20926 3.04418 -2.54558
H: 2.83306 1.77966 -1.46526
H: 3.80021 0.56783 -0.32278
H: 5.48498 0.39946 -0.53861
C: -2.78631 4.80934 0.12373
O: -3.72828 5.00883 0.80218
N: -1.86775 5.68220 -0.08284
N: -2.42483 3.74823 -0.49881
H: -2.00608 6.58425 0.34991
H: -0.92635 5.44110 -0.35805
H: -3.02913 2.96805 -0.28381
H: -1.79740 3.77874 -1.28970
C: 4.14653 -4.32547 1.87168
O: 4.72194 -5.36317 2.09232
N: 4.70577 -3.24291 1.50327
N: 2.93053 -4.12556 2.30758
H: 4.15922 -2.48541 1.11912
H: 5.69618 -3.24951 1.30545
H: 2.46502 -4.97176 2.60312
H: 2.50514 -3.23388 2.09770
C: -4.39065 1.73251 -2.81906
O: -4.40495 0.55631 -2.42402
N: -5.28939 2.65578 -2.54872
N: -3.41494 2.30552 -3.36670
H: -6.06518 2.34647 -1.98076
H: -5.34601 3.63296 -2.79774
H: -2.59119 1.74702 -3.53880
H: -3.53355 3.23903 -3.73355
C: -3.82851 1.37645 2.08966
O: -2.80992 0.94249 2.61680
N: -4.76885 2.10860 2.58418
N: -4.03008 1.23471 0.78343
H: -4.65215 2.35562 3.55653
H: -5.53802 2.44770 2.02427
H: -3.45003 0.58534 0.27162
H: -4.70716 1.85030 0.35598
C: 1.33724 5.46394 0.16004
O: 0.75181 5.41033 -0.90672
N: 1.88951 4.47377 0.86736
N: 1.27768 6.51758 0.90714
H: 2.49972 4.69803 1.64032
H: 1.85093 3.52699 0.51777
H: 0.81960 7.23624 0.36511
H: 1.84571 6.59286 1.73886
C: 0.50057 -5.85570 3.51084
O: 1.41501 -6.44123 2.97493
N: 0.02906 -4.69457 3.11620
N: -0.10915 -6.32276 4.57785
H: 0.34887 -4.36889 2.21523
H: -0.72393 -4.26858 3.63738
H: 0.24895 -7.15471 5.02474
H: -0.86147 -5.79462 4.99639
C: 3.84224 -3.89883 -1.96900
O: 4.23400 -4.65648 -2.86588
N: 4.48707 -2.85685 -1.58041
N: 2.84542 -4.06726 -1.17463
H: 4.20163 -2.29163 -0.79356
H: 5.38440 -2.72039 -2.02345
H: 2.57232 -3.31716 -0.55586
H: 2.16592 -4.79599 -1.33991

Computed properties:
Electronic energy, eV: -72199.73481
Maximum force, eV/A: 6.66
LUMO energy (spin up / spin down), eV: -2.8 / -5.0
Spin multiplicity: 2
Frontier orbital gap (spin up / spin down), Eh: 0.2331 / 0.1519

=====

[3]
# C15H30GeHfN6O2SSe5

A molecular structure, C15H30GeHfN6O2SSe5 in a non-equilibrium geometry (ωB97M-V with the def2-TZVPD basis set, OMol25).

Atoms and positions in Å:
Hf: 2.66222 0.18648 -0.55424
N: 0.78230 -0.97841 -1.51603
C: 0.48409 -1.63794 -2.81543
C: -0.53395 -0.92210 -3.69940
C: -0.06420 0.23469 -4.58496
C: 0.25187 1.55072 -3.86618
N: 1.67536 1.73149 -3.64061
H: 0.89385 -1.73793 -0.84726
H: -0.02532 -0.45539 -1.18906
H: 0.07013 -2.62841 -2.59664
H: 1.41968 -1.79721 -3.35155
H: -1.38507 -0.59275 -3.08647
H: -0.93000 -1.69524 -4.36724
H: -0.85743 0.41433 -5.32087
H: 0.82463 -0.08062 -5.13948
H: -0.22223 1.55848 -2.87926
H: -0.19360 2.38356 -4.43162
H: 1.83174 2.16407 -2.73324
H: 2.13742 2.25348 -4.37256
Se: 4.18715 -0.30433 -2.95687
Se: 3.82121 -2.07626 -4.34431
Se: 6.14255 -3.33002 -1.71293
Se: 5.77776 -1.18111 -1.22623
O: 2.97169 -1.95116 -0.25242
N: 4.01225 -1.65916 0.47717
O: 3.73412 -0.50750 1.12312
C: -0.70429 2.15757 2.20825
Ge: -0.47282 2.27634 0.23080
C: -2.05991 1.34550 -0.53456
C: -0.84565 4.18809 -0.15231
C: 1.17533 1.67128 -0.46038
H: -1.73431 1.90880 2.48334
H: -0.44258 3.11276 2.66999
H: -0.03772 1.38881 2.60079
H: -2.97738 1.73935 -0.08644
H: -2.02281 0.27562 -0.33163
H: -2.11684 1.50450 -1.61466
H: -1.77072 4.50754 0.33753
H: -0.93764 4.36486 -1.22624
H: -0.02388 4.80072 0.22432
H: 1.87704 2.51437 -0.30907
C: -1.85799 -3.19353 5.90345
C: -1.95598 -2.55618 4.55540
C: -3.10814 -2.12320 3.98176
C: -3.01187 -1.54834 2.67970
N: -1.88866 -1.41082 2.03414
C: -0.71100 -1.80907 2.60512
S: 0.77847 -1.66031 1.93106
N: -0.80815 -2.40457 3.86551
C: -4.24909 -1.06977 1.97952
H: -2.83750 -3.24087 6.37302
H: -1.18635 -2.62231 6.54644
H: -1.45922 -4.20581 5.81743
H: -4.05395 -2.21679 4.49328
H: 0.07798 -2.69675 4.25330
H: -5.12226 -1.09376 2.63075
H: -4.43285 -1.69461 1.10439
H: -4.08302 -0.05822 1.61260
Se: 4.71216 2.15387 -0.88588
C: 4.47149 3.06408 0.69876
N: 4.35186 3.68904 1.66508

Computed properties:
Electronic energy, eV: -424466.86956
Maximum force, eV/A: 1.92
LUMO energy, eV: 3.2
Net charge: -2
Relative energy (zero: lowest compared OMol25 entry of this formula, charge and spin), eV: 3.8091
Frontier orbital gap, Eh: 0.1424

=====

[4]
# C15H31FP2Pd

A molecular structure, C15H31FP2Pd in a non-equilibrium geometry (ωB97M-V with the def2-TZVPD basis set, OMol25).

Atoms and positions in Å:
P: -1.30731 -2.68496 -0.56639
P: 0.11017 1.05463 -0.93187
C: -1.44673 -1.10367 -1.50674
C: -0.12067 -0.52919 -1.87572
H: -2.06615 -0.48265 -0.83651
H: -2.05197 -1.26086 -2.38044
H: 0.70885 -1.19606 -1.67912
H: -0.01866 -0.25629 -2.92114
C: -0.85907 2.14354 -2.09414
H: -0.57620 3.20315 -2.02401
H: -1.91492 2.10648 -1.80782
H: -0.80379 1.87916 -3.15489
C: 1.62125 1.47816 -2.14003
H: 1.29289 1.22231 -3.17079
H: 2.54919 0.90822 -1.92632
H: 1.82142 2.56183 -2.12426
C: -2.34694 -4.04678 -1.32460
H: -1.97475 -4.93553 -0.79791
H: -2.28768 -4.26756 -2.39024
H: -3.36436 -3.82044 -1.00530
C: 0.45925 -3.25434 -0.59913
H: 1.12369 -2.38102 -0.70205
H: 0.76129 -3.93220 -1.40705
H: 0.76295 -3.74686 0.33877
Pd: -2.58929 -2.15181 0.95809
C: 0.75952 3.32626 0.24416
C: -0.39721 2.58986 0.48730
C: -0.79647 1.64545 1.74713
C: 0.25514 0.97116 2.61064
C: 1.49965 0.47196 1.96962
C: 1.82420 0.71462 0.63598
C: 2.78219 1.93604 0.67748
C: 1.92326 3.12872 1.15026
C: -0.99265 -2.82075 2.07858
H: 0.75725 4.07439 -0.57583
H: -1.34196 2.94313 0.04880
H: -1.43812 0.81982 1.36735
H: -1.47329 2.24331 2.38613
H: 0.45900 1.59727 3.48051
H: -0.17871 0.05679 3.08928
H: 1.72805 -0.52899 2.34916
H: 2.24893 -0.15771 0.10160
H: 3.28525 2.14349 -0.27675
H: 3.54266 1.69716 1.45847
H: 1.46201 2.90847 2.16622
H: 2.55937 4.05355 1.16255
H: -0.61751 -1.87483 2.47290
H: -0.23258 -3.50632 1.71720
H: -1.66649 -3.32416 2.76659
F: -3.43400 -1.61595 2.75427

Computed properties:
Electronic energy, eV: -40823.86814
Maximum force, eV/A: 4.57
LUMO energy (spin up / spin down), eV: 0.1 / -0.5
Spin multiplicity: 3
Relative energy (zero: lowest compared OMol25 entry of this formula, charge and spin), eV: 1.8212
Frontier orbital gap (spin up / spin down), Eh: 0.2146 / 0.2695